[1]
Formula: C18H56N2O14
Source: OMol25
Level of theory: the ωB97M-V functional and the def2-TZVPD basis

* Kohn-Sham gap: 9.3260 eV
* HOMO: -9.3 eV
* net charge: 0

Geometry (Å):
C -1.43589 4.27360 6.34639
O -0.83067 3.93519 5.09113
C -1.46261 2.82217 4.50539
C -1.21215 2.74484 3.01499
C -1.84933 3.87708 2.21198
N -1.62928 1.45005 2.43200
H -1.45663 3.46276 7.07455
H -2.50497 4.48440 6.31964
H -0.89035 5.11271 6.77811
H -1.22252 1.91180 5.05463
H -2.53130 2.89486 4.70713
H -0.13038 2.70501 2.88742
H -2.93637 3.88317 2.29190
H -1.49100 3.86430 1.18265
H -1.40829 4.81615 2.54623
H -1.33284 1.44613 1.46649
H -0.90302 0.85914 2.81077
C 6.43111 1.12075 0.21165
O 5.27244 1.85730 0.50198
C 4.21913 1.78625 -0.46764
C 3.09538 2.73252 -0.00892
C 2.52295 2.44453 1.39292
N 2.00489 2.57834 -1.05003
H 6.84486 1.43402 -0.74688
H 6.10278 0.08138 0.21350
H 7.29328 1.11108 0.87848
H 4.58959 2.06221 -1.45491
H 3.72733 0.82848 -0.63762
H 3.50112 3.71906 -0.23301
H 3.34783 2.33678 2.09725
H 1.87869 1.56660 1.34509
H 1.90763 3.27230 1.74544
H 1.58067 3.49410 -1.01086
H 2.31531 2.68658 -2.00502
O 0.15315 -2.73878 1.61817
C 1.28894 -3.29364 0.92827
C 0.90257 -4.65100 0.29971
O 0.12193 -4.36707 -0.88630
H 0.43345 -1.98856 2.14752
H 1.53232 -2.52107 0.19888
H 2.11952 -3.40395 1.62547
H 0.31309 -5.36203 0.87855
H 1.72458 -5.24778 -0.09555
H -0.63721 -3.84510 -0.61638
O -2.88457 -2.97316 -0.20768
C -3.32986 -4.33906 -0.44738
C -3.02061 -5.34165 0.63902
O -3.77543 -5.14381 1.80277
H -3.35043 -2.58639 0.53729
H -4.40364 -4.30189 -0.63103
H -2.92931 -4.72232 -1.38588
H -1.96893 -5.20039 0.88824
H -3.15712 -6.35799 0.26956
H -3.31812 -4.42999 2.25323
O 2.59542 0.90642 -5.86770
C 2.38035 -0.29933 -5.10914
C 1.28459 -1.14790 -5.68569
O 1.12597 -2.32855 -4.95653
H 2.95043 0.67233 -6.72837
H 3.23980 -0.96972 -5.10489
H 2.18403 -0.10395 -4.05492
H 1.38539 -1.29701 -6.76073
H 0.31100 -0.66563 -5.59834
H 0.36591 -2.80115 -5.30373
O -6.15253 0.19359 -1.89620
C -5.02268 0.86644 -2.45004
C -3.95792 1.12046 -1.34856
O -4.46566 2.11145 -0.50195
H -6.38784 0.69589 -1.11267
H -4.57032 0.33713 -3.28868
H -5.38435 1.85668 -2.72700
H -2.99708 1.36131 -1.80338
H -3.72984 0.16359 -0.87900
H -4.62217 1.68520 0.34387
O 1.60693 -0.22710 -1.56251
C 0.23293 -0.57735 -1.71227
C -0.38584 -0.12178 -0.37765
O -0.59537 1.30921 -0.40972
H 1.66500 0.69154 -1.28989
H -0.15137 -0.20262 -2.66096
H 0.29894 -1.66197 -1.79798
H 0.23495 -0.31524 0.49716
H -1.26111 -0.75465 -0.23102
H 0.26637 1.71502 -0.28999
O 2.93356 -2.39892 -2.46704
H 2.27622 -2.67351 -3.10636
H 2.51863 -1.68047 -1.98967
O 0.71634 -0.82531 3.28593
H 1.62059 -0.60087 3.50549
H 0.26904 -0.87321 4.13083

Forces on atoms 1 to 3 (eV/Å):
C 0.2 -0.2 0.0
O -0.4 0.3 0.8
C -1.2 -0.1 0.3

Atomic partial charges in e from the Löwdin method, atoms 1 to 4: number 1, C, carries -0.1059; number 2, O, carries -0.1697; number 3, C, carries -0.2299; number 4, C, carries -0.4270

[2]
Formula: C3H6N2OS
Source: OMol25
Level of theory: the ωB97M-V functional and the def2-TZVPD basis

* Kohn-Sham gap: 9.5086 eV
* HOMO: -9.3 eV
* net charge: 0

Geometry (Å):
H 0.17247 1.86349 -0.03195
N -0.72812 1.40091 -0.03140
C -0.56236 0.13346 -0.07594
N -1.59018 -0.75532 -0.08103
S -3.22706 -0.31290 -0.17489
C 0.78863 -0.57930 -0.06905
C 2.03313 0.25036 -0.13346
O 0.82354 -1.78507 -0.02116
H -1.38878 -1.73956 0.01563
H -3.37574 0.11766 1.07456
H 2.90773 -0.41871 -0.16069
H 2.09776 0.92093 0.73120
H 2.04898 0.90405 -1.04182

Forces on atoms 1 to 3 (eV/Å):
H 0.1 0.1 0.0
N 0.0 -0.6 0.0
C 0.1 0.4 0.2

Atomic partial charges in e from the Löwdin method, atoms 1 to 4: number 1, H, carries 0.0316; number 2, N, carries 0.1401; number 3, C, carries -0.4720; number 4, N, carries -0.3864

[3]
Formula: C9H14
Source: OMol25
Level of theory: the ωB97M-V functional and the def2-TZVPD basis

* Kohn-Sham gap: 10.0908 eV
* HOMO: -9.1 eV
* net charge: 0

Geometry (Å):
C 3.88527 0.43109 1.21745
C 2.40618 0.17916 1.18750
C 1.70271 0.10455 -0.00879
C 0.31780 -0.06211 -0.03166
C -0.33206 -0.44806 1.12139
C 0.36576 -0.45416 2.32993
C 1.70369 -0.09622 2.35683
H 4.14287 1.45061 1.51631
H 4.36393 0.28550 0.25026
H 4.33830 -0.25346 1.92927
H 2.18981 0.38186 -0.93889
H -0.15795 -0.21453 -0.99324
H -1.32192 -0.85163 1.17762
H -0.11054 -0.90717 3.18586
H 2.22293 0.01593 3.30556
C -3.06753 0.55527 -1.69628
C -3.45535 -0.47919 -2.72826
H -3.31660 0.37349 -0.65390
H -1.97402 0.66452 -1.64880
H -3.16993 1.61045 -1.98043
H -3.20397 -1.47589 -2.37194
H -4.53898 -0.51722 -2.83586
H -2.99039 -0.29279 -3.68993

Forces on atoms 1 to 3 (eV/Å):
C 0.2 0.2 0.1
C -0.2 -0.3 -0.3
C -0.3 1.4 -0.1

Atomic partial charges in e from the Löwdin method, atoms 1 to 4: number 1, C, carries -0.0564; number 2, C, carries -0.2862; number 3, C, carries -0.0527; number 4, C, carries -0.0914

[4]
Formula: C6H8NaO6
Source: OMol25
Level of theory: the ωB97M-V functional and the def2-TZVPD basis

* Kohn-Sham gap: 6.0807 eV
* HOMO: -3.9 eV
* net charge: -1

Geometry (Å):
O 0.88035 2.16204 1.37758
C -0.40766 2.66146 1.16661
O -1.15743 2.80101 2.13083
O -0.61408 2.89130 -0.05241
C 1.03756 0.96046 2.13611
H 1.54229 1.17660 3.09061
H 0.03987 0.54758 2.34826
C 1.83911 -0.01540 1.26633
H 2.90635 0.30881 1.28724
H 1.84431 -0.98624 1.81375
O 1.31315 -0.10770 -0.00471
Na 0.81715 1.64840 -0.96070
O -0.20298 -2.88949 -1.84399
C 0.18597 -3.08238 -0.59643
C -1.55074 -2.34520 -1.92504
O -0.88100 -3.04674 0.17960
C -2.02823 -2.44861 -0.48703
H -2.11802 -2.95844 -2.63338
H -1.47658 -1.30786 -2.26715
H -2.88346 -3.11771 -0.34300
H -2.20700 -1.46603 -0.03862

Forces on atoms 1 to 3 (eV/Å):
O 0.6 0.1 0.1
C -0.6 -0.1 0.4
O 0.2 -0.1 -0.1

Atomic partial charges in e from the Löwdin method, atoms 1 to 4: number 1, O, carries -0.0984; number 2, C, carries -0.7810; number 3, O, carries 0.0037; number 4, O, carries -0.0972

[5]
Formula: C45H106O24S
Source: OMol25
Level of theory: the ωB97M-V functional and the def2-TZVPD basis

* Kohn-Sham gap: 9.2679 eV
* HOMO: -9.1 eV
* net charge: 0

Geometry (Å):
C 3.73197 1.74396 2.00469
C 4.92250 1.51157 2.97850
O 6.02543 1.29140 2.03576
S 7.48418 0.86795 2.69307
C 8.01036 2.63467 3.17665
O 7.37331 0.08587 3.99185
O 8.29720 0.33681 1.62740
H 4.01341 2.10257 1.01460
H 2.92481 2.37065 2.38396
H 3.20908 0.84850 1.66878
H 5.12482 2.25630 3.74827
H 4.67329 0.65725 3.60790
H 7.21802 3.09108 3.76993
H 7.95733 3.18452 2.23699
H 8.98083 2.43377 3.63042
C -6.66171 0.06750 -1.49265
O -7.88337 0.83949 -1.48630
C -7.96817 1.65228 -2.55126
C -7.45176 3.03402 -2.28653
O -7.42758 3.65508 -3.54990
C -7.06222 5.03473 -3.43661
C -8.20732 5.92318 -3.10717
O -9.04345 6.08903 -4.24799
C -10.13977 6.91832 -3.86444
H -5.77795 0.70212 -1.55861
H -6.57486 -0.73225 -2.22816
H -6.69632 -0.39520 -0.50634
H -8.99260 1.84169 -2.87184
H -7.36755 1.25447 -3.36924
H -6.42123 2.86769 -1.97274
H -8.05829 3.44728 -1.48065
H -6.67483 5.29280 -4.42223
H -6.27054 5.15123 -2.69650
H -7.69038 6.79479 -2.70569
H -8.73633 5.43772 -2.28706
H -9.80100 7.86118 -3.43510
H -10.78572 6.33793 -3.20566
H -10.63331 7.27033 -4.77033
C 2.68964 3.79965 -7.87313
O 1.70827 4.60763 -7.17242
C 1.70363 4.55402 -5.66530
C 1.13226 3.20384 -5.24143
O -0.23868 2.93729 -5.59257
C -1.25884 3.33315 -4.70216
C -1.27988 2.97881 -3.21230
O -1.86982 1.72443 -2.96278
C -1.31894 0.71396 -3.77022
H 3.69582 3.97491 -7.49238
H 2.62344 3.87958 -8.95818
H 2.47308 2.74359 -7.71205
H 1.05295 5.35591 -5.31643
H 2.67711 4.84805 -5.27290
H 1.33930 2.99356 -4.19214
H 1.76268 2.43442 -5.68716
H -2.15975 2.90521 -5.14185
H -1.40984 4.40453 -4.83417
H -1.86915 3.76831 -2.74587
H -0.25547 2.88335 -2.85235
H -0.23498 0.61075 -3.81990
H -1.66993 0.61949 -4.79783
H -1.67750 -0.19585 -3.28879
C -4.86061 -1.67654 3.41977
O -5.67269 -2.69235 4.05316
C -5.82740 -2.37328 5.49673
C -7.37041 -2.13011 5.73829
O -7.87094 -0.89735 5.16683
C -9.28837 -0.71167 5.13139
C -9.72381 0.79027 5.68139
O -9.57303 1.01413 7.10551
C -8.21268 1.36707 7.47243
H -4.62033 -2.14956 2.46760
H -3.95825 -1.30400 3.90461
H -5.56611 -0.86311 3.25037
H -5.29720 -1.44787 5.72164
H -5.47587 -3.14978 6.17613
H -7.43529 -2.08719 6.82551
H -7.97788 -3.00022 5.48937
H -9.84262 -1.33197 5.83576
H -9.59987 -0.80209 4.09077
H -10.79574 0.92130 5.53341
H -9.21527 1.57243 5.11772
H -7.62537 0.46398 7.30625
H -8.05684 1.65613 8.51177
H -7.73996 2.19659 6.94656
C 9.73605 1.27718 -2.03685
O 8.70003 0.49970 -2.61185
C 7.59887 0.18232 -1.79717
C 7.83581 -1.08782 -1.02989
O 7.88025 -2.24404 -1.88691
C 8.57618 -3.41043 -1.42569
C 7.68203 -4.57052 -0.80466
O 6.91469 -4.27591 0.37421
C 7.63324 -4.12190 1.60845
H 10.04064 0.79162 -1.10973
H 9.47641 2.30599 -1.78741
H 10.60446 1.24490 -2.69482
H 6.96562 0.00631 -2.66672
H 7.07282 0.98990 -1.28806
H 7.13765 -1.20827 -0.20156
H 8.76860 -0.98530 -0.47539
H 9.24583 -3.13332 -0.61151
H 9.14726 -3.68826 -2.31157
H 8.36830 -5.40168 -0.64245
H 7.00929 -4.72619 -1.64804
H 7.94322 -3.07819 1.66036
H 8.38204 -4.90332 1.73797
H 6.88904 -4.32854 2.37757
C 3.55487 -5.39550 -6.23046
O 3.31531 -6.51763 -5.35174
C 2.01038 -7.03219 -5.34744
C 1.07593 -6.19225 -4.43316
O 0.84963 -6.48180 -3.05488
C 0.02118 -5.49450 -2.46738
C 0.54083 -4.03931 -2.12205
O 1.76099 -3.81488 -1.45226
C 2.96008 -4.47517 -1.96474
H 4.02569 -5.88035 -7.08566
H 4.26560 -4.67382 -5.82780
H 2.72790 -4.84978 -6.68478
H 2.29597 -8.04560 -5.06543
H 1.55706 -6.99829 -6.33812
H 0.16099 -6.30713 -5.01434
H 1.40246 -5.17312 -4.64013
H -0.18521 -5.91102 -1.48146
H -0.92475 -5.44574 -3.00676
H -0.20941 -3.53179 -1.51569
H 0.60394 -3.46716 -3.04767
H 3.79239 -4.08305 -1.38027
H 3.02216 -4.24279 -3.02787
H 2.88065 -5.54821 -1.79044
C -0.46435 -0.71883 7.81306
O 0.68108 -1.56770 7.92545
C 1.96431 -0.94290 8.19478
C 2.45238 -0.44086 6.78340
O 1.71880 0.62910 6.29742
C 2.45072 1.56249 5.52320
C 1.62032 2.80026 5.12083
O 0.70500 2.69426 4.06827
C -0.19639 1.55903 4.00424
H -0.67085 -0.45263 6.77644
H -0.52026 0.19513 8.40440
H -1.40176 -1.20830 8.07717
H 2.61130 -1.73107 8.57987
H 1.72043 -0.25666 9.00578
H 2.38081 -1.32843 6.15477
H 3.51518 -0.20409 6.73337
H 2.63502 1.06796 4.56949
H 3.39292 1.90653 5.94982
H 2.34937 3.56183 4.84408
H 1.09442 3.21541 5.98058
H 0.23217 0.65441 3.57282
H -0.93711 1.91234 3.28688
H -0.76791 1.33609 4.90521
C -3.15126 -2.16062 -0.91228
O -3.37633 -1.11484 0.07664
C -2.96836 0.20845 -0.34664
C -1.44313 0.52510 -0.14065
O -0.43746 -0.16459 -0.89472
C 0.79612 0.59814 -1.05952
C 1.80288 -0.48825 -1.43444
O 3.19475 0.01868 -1.24692
C 4.25410 -0.94391 -1.26666
H -3.09035 -3.14702 -0.45248
H -2.24691 -1.95508 -1.48500
H -4.02142 -2.12990 -1.56799
H -3.54442 0.95371 0.20185
H -3.31084 0.28596 -1.37853
H -1.10185 0.35630 0.88069
H -1.36285 1.61053 -0.19970
H 1.18526 1.21500 -0.24949
H 0.71417 1.37454 -1.82016
H 1.50476 -0.86022 -2.41468
H 1.55797 -1.33197 -0.78926
H 4.30149 -1.46098 -0.30828
H 5.26988 -0.57151 -1.39944
H 4.16607 -1.79978 -1.93586

Forces on atoms 1 to 3 (eV/Å):
C -0.4 0.1 -0.1
C -1.4 -0.6 -1.2
O 1.2 -1.2 1.6

Atomic partial charges in e from the Löwdin method, atoms 1 to 4: number 1, C, carries -0.0546; number 2, C, carries -0.2349; number 3, O, carries -0.2896; number 4, S, carries 0.7027

[6]
Formula: C27H63F6N7O10P
Source: OMol25
Level of theory: the ωB97M-V functional and the def2-TZVPD basis

* Kohn-Sham gap (spin up / spin down): 8.1365 / 3.4064 eV
* 2S+1: 2
* HOMO (spin up / spin down): -8.5 / -8.5 eV
* net charge: 0

Geometry (Å):
P -0.27982 -0.66789 0.31031
F -0.35535 0.74875 1.16389
F -1.52966 -1.23992 1.11251
F -1.35202 -0.34789 -0.86988
F -0.16759 -2.16180 -0.29754
F 0.97958 -0.13202 -0.50145
F 0.65114 -1.15604 1.58434
C 1.32325 5.20925 -2.44110
O 1.53805 3.82946 -2.21988
C 0.80418 2.87352 -2.87926
C -0.50319 2.54858 -2.17858
O -1.39486 3.63578 -2.35004
C -2.50793 3.33529 -1.45680
C -3.68959 4.07641 -1.97313
O -3.54158 5.53130 -2.14311
C -4.51077 6.16974 -2.98482
H 1.42165 5.38214 -3.51279
H 2.04992 5.89187 -2.00055
H 0.28922 5.48344 -2.23206
H 1.40458 1.96724 -2.95858
H 0.73199 3.17416 -3.92450
H -0.31223 2.34358 -1.12520
H -0.81344 1.59138 -2.59763
H -2.09857 3.59261 -0.47990
H -2.81155 2.28956 -1.50548
H -4.55534 3.74770 -1.39821
H -3.98554 3.62884 -2.92192
H -4.08512 7.13655 -3.25352
H -5.37905 6.23014 -2.32865
H -4.70131 5.70255 -3.95101
C -1.68739 -3.53089 3.88997
O -1.13819 -3.48610 4.95261
N -2.95926 -3.23588 3.66417
C -3.51947 -3.31757 2.33004
C -3.99575 -3.07077 4.76886
H -1.04785 -3.64119 3.00057
H -4.14242 -2.46023 2.07506
H -4.21683 -4.13957 2.16847
H -2.78635 -3.44630 1.53377
H -3.51385 -2.49233 5.55707
H -4.84002 -2.52655 4.34562
H -4.34244 -4.04021 5.12678
C 0.32346 -5.16689 -1.68065
O 1.37303 -5.31570 -2.32573
N -0.85783 -5.47374 -2.07281
C -1.20598 -5.96808 -3.40414
C -2.06918 -5.30766 -1.32831
H 0.21589 -4.83653 -0.63591
H -1.66098 -5.09014 -3.86272
H -1.82222 -6.86709 -3.41529
H -0.36196 -6.07990 -4.08475
H -1.88588 -4.69627 -0.44473
H -2.71995 -4.64484 -1.89864
H -2.54129 -6.23686 -1.00926
C -3.78057 2.69416 2.42599
O -4.92013 2.47159 2.28860
N -3.21177 3.54243 3.24857
C -4.04983 4.47817 4.04563
C -1.77745 3.75684 3.44875
H -3.00861 2.04678 1.98194
H -3.85356 4.30046 5.10299
H -5.09720 4.33982 3.77733
H -3.74987 5.52243 3.95817
H -1.13613 3.06147 2.90720
H -1.58563 4.81642 3.27965
H -1.51760 3.44173 4.45934
C 1.48608 -0.69827 5.45445
O 2.48444 -0.55090 6.23459
N 0.39980 -0.00871 5.35229
C -0.72456 -0.31550 4.36480
C 0.10227 1.16610 6.12361
H 1.58994 -1.30365 4.54071
H -0.39005 -1.11206 3.70020
H -1.04461 0.39754 3.60504
H -1.57958 -0.65547 4.94915
H -0.85475 0.98073 6.61131
H 0.83515 1.35814 6.90727
H -0.11379 2.05854 5.53627
C 4.59847 -3.27059 -2.12567
O 4.81824 -2.20612 -2.56139
N 4.12928 -3.48203 -0.90996
C 3.96642 -4.75931 -0.30419
C 3.64673 -2.37985 -0.11312
H 4.79815 -4.26602 -2.55163
H 4.63744 -4.80670 0.55348
H 4.25226 -5.64103 -0.87776
H 2.94627 -4.87497 0.06189
H 2.55745 -2.38994 -0.07471
H 3.90489 -2.56771 0.92907
H 3.97060 -1.36956 -0.36316
C 4.16272 1.14037 -1.54873
O 4.62327 0.31939 -2.41483
N 4.91119 2.04815 -0.89297
C 4.33655 2.71019 0.31231
C 6.32473 2.32864 -1.19879
H 3.10914 1.20362 -1.23540
H 4.92480 2.76854 1.22810
H 3.47389 2.15280 0.67732
H 4.21806 3.76837 0.07927
H 6.40008 3.41309 -1.11887
H 7.09758 1.89205 -0.56618
H 6.56725 2.21660 -2.25555
C 2.38359 -0.62374 -5.19863
O 3.55767 -0.55177 -4.84802
N 1.45214 -1.13948 -4.37190
C 0.16541 -1.48225 -4.97757
C 1.65109 -1.52911 -3.00636
H 2.03049 -0.21652 -6.15868
H -0.52810 -1.49539 -4.13677
H 0.33142 -2.44004 -5.47068
H -0.24479 -0.71246 -5.63122
H 2.27757 -0.77167 -2.53529
H 0.70111 -1.61940 -2.47960
H 2.12865 -2.49786 -3.15321

Forces on atoms 1 to 3 (eV/Å):
P -0.7 -1.0 3.1
F -0.7 0.0 -1.7
F -1.3 0.3 1.2

Atomic partial charges in e from the Löwdin method, atoms 1 to 4: number 1, P, carries 0.1751; number 2, F, carries -0.1862; number 3, F, carries -0.1626; number 4, F, carries -0.1605